Computed, not measured: the molecule C19H24N2O3, with ωB97M-V/def2-TZVPD.

**Relative energy (zero: lowest compared OMol25 entry of this formula, charge and spin)**: 1.1828 eV
**HOMO energy**: -0.31402 Ha
**Lowest unoccupied orbital energy**: 0.0168 Ha
**SMILES**: C[C@H](CCc1ccccc1)NC[C@H](O)c1ccc(O)c(C(N)=O)c1
**Max |F|**: 0.011 Eh/bohr
**HOMO-LUMO gap**: 9.00 eV

Geometry (Å):
C: -2.34891 1.45998 1.32448
H: -3.03956 2.13507 0.82138
H: -2.92817 0.70543 1.85243
H: -1.78226 2.02778 2.05743
C: -1.40375 0.81209 0.30321
N: -2.09407 -0.02663 -0.66578
H: -2.84007 0.51091 -1.09235
C: -2.59034 -1.29900 -0.18557
H: -3.52070 -1.55259 -0.69774
C: -1.60472 -2.44766 -0.49091
C: -0.34081 -2.34391 0.32572
C: -0.37968 -2.61675 1.68068
C: 0.75686 -2.51849 2.48413
C: 1.97001 -2.10815 1.89012
C: 2.00585 -1.86244 0.51352
C: 0.87330 -1.98645 -0.25657
H: 0.91855 -1.79371 -1.31763
H: 2.94951 -1.57153 0.07943
O: 3.09872 -1.95293 2.58457
H: 2.89403 -2.14096 3.53634
C: 0.74848 -2.82579 3.92983
O: 1.71814 -2.60559 4.65499
N: -0.36698 -3.37534 4.45311
H: -1.16299 -3.63397 3.90101
H: -0.35938 -3.60173 5.43371
H: -1.33290 -2.90266 2.10116
O: -2.30906 -3.64687 -0.21020
H: -1.72635 -4.39258 -0.38987
H: -1.35010 -2.39789 -1.56021
H: -2.79304 -1.30511 0.89354
C: -0.63321 1.89860 -0.45401
H: -0.15348 2.56644 0.26343
H: -1.33778 2.49076 -1.04306
C: 0.42686 1.30508 -1.38651
C: 1.09207 2.38617 -2.18614
C: 0.53362 2.82745 -3.37940
C: 1.12226 3.85074 -4.10031
C: 2.28058 4.45010 -3.63549
C: 2.84520 4.01914 -2.44736
C: 2.25335 2.99555 -1.72870
H: 2.69872 2.66104 -0.80228
H: 3.75016 4.48151 -2.08012
H: 2.74220 5.24833 -4.19812
H: 0.67779 4.18140 -5.02818
H: -0.36925 2.35964 -3.74644
H: -0.06635 0.59017 -2.04595
H: 1.16572 0.77224 -0.78608
H: -0.68812 0.17310 0.83074

***

Computed, not measured: the molecule C19H24N2O4 in a non-equilibrium geometry, with ωB97M-V/def2-TZVPD.

**Relative energy (zero: lowest compared OMol25 entry of this formula, charge and spin)**: 1.3355 eV
**HOMO energy**: -0.33359 Ha
**Lowest unoccupied orbital energy**: 0.0237 Ha
**SMILES**: CCOCCCNC(=O)[C@H](Cc1ccccc1)NC(=O)c1ccco1
**Max |F|**: 0.025 Eh/bohr
**HOMO-LUMO gap**: 9.72 eV

Geometry (Å):
C: 3.70336 -0.50549 5.11520
C: 3.44677 0.37612 3.90413
O: 4.12543 -0.17850 2.79796
C: 3.96621 0.54421 1.60039
C: 4.12627 -0.42392 0.43098
H: 4.19987 0.13414 -0.50372
C: 2.94015 -1.39030 0.37148
N: 1.73674 -0.72399 -0.07075
C: 0.70895 -0.43349 0.73755
O: 0.63982 -0.71287 1.91645
C: -0.42531 0.31299 -0.00780
N: -1.00901 -0.53878 -1.02424
C: -0.50971 -0.64268 -2.27068
O: 0.56397 -0.15617 -2.60417
C: -1.35343 -1.40052 -3.20050
C: -1.14629 -1.71716 -4.51865
C: -2.28281 -2.44409 -4.93165
C: -3.09608 -2.51821 -3.84076
O: -2.54857 -1.89347 -2.79060
H: -4.05592 -2.97337 -3.69374
H: -2.46929 -2.85442 -5.90245
H: -0.28719 -1.45415 -5.09978
H: -1.89496 -0.97241 -0.81437
H: 0.02125 1.17312 -0.52457
C: -1.50985 0.77300 0.97038
C: -2.65512 1.39955 0.22825
C: -3.81833 0.68303 -0.02320
C: -4.84777 1.24286 -0.75992
C: -4.72544 2.52854 -1.25651
C: -3.57200 3.25334 -1.00710
C: -2.54468 2.69150 -0.27148
H: -1.64656 3.26098 -0.07909
H: -3.47306 4.25913 -1.38823
H: -5.52707 2.96614 -1.83272
H: -5.74680 0.67351 -0.94612
H: -3.92841 -0.31784 0.37255
H: -1.06120 1.48482 1.66467
H: -1.84266 -0.09048 1.54910
H: 1.68438 -0.43097 -1.04271
H: 2.75277 -1.78584 1.37201
H: 3.15945 -2.21459 -0.31300
H: 5.04331 -0.99355 0.57853
H: 2.96898 1.00530 1.56292
H: 4.71559 1.35025 1.54252
H: 2.36837 0.42199 3.68932
H: 3.80752 1.40053 4.09327
H: 4.77028 -0.56361 5.31327
H: 3.33057 -1.50709 4.92205
H: 3.19750 -0.09707 5.98554

***

Computed, not measured: the molecule C19H24N2O6 in a non-equilibrium geometry, with ωB97M-V/def2-TZVPD.

**Relative energy (zero: lowest compared OMol25 entry of this formula, charge and spin)**: 2.9219 eV
**HOMO energy**: -0.30059 Ha
**Lowest unoccupied orbital energy**: 0.0240 Ha
**SMILES**: CCOc1ccc(C(=O)NCC(=O)OCc2c(C)noc2C)cc1OCC
**Max |F|**: 0.026 Eh/bohr
**HOMO-LUMO gap**: 8.83 eV

Geometry (Å):
C: 5.16672 3.82417 -0.61538
C: 5.70261 2.85746 0.43718
H: 5.24133 3.04756 1.41465
H: 6.78407 2.98477 0.53847
O: 5.54765 1.50460 0.06277
C: 4.32985 0.91255 0.14230
C: 3.18567 1.47378 0.68699
C: 1.99777 0.76060 0.74822
C: 1.93756 -0.53204 0.25386
C: 3.07863 -1.09706 -0.32147
C: 4.27079 -0.40412 -0.38089
O: 5.42973 -0.85680 -0.92414
C: 5.49712 -2.17673 -1.42561
C: 5.63206 -3.22146 -0.32134
H: 5.75385 -4.20639 -0.76362
H: 6.50184 -2.99792 0.29135
H: 4.75282 -3.22868 0.31771
H: 4.63224 -2.39385 -2.06396
H: 6.39607 -2.17987 -2.04866
H: 2.97937 -2.09381 -0.72006
C: 0.70793 -1.36430 0.25654
O: 0.52331 -2.27394 -0.53148
N: -0.18435 -1.08840 1.24683
H: -0.07116 -0.25796 1.80722
C: -1.49317 -1.68140 1.25502
C: -2.56295 -0.61088 1.35542
O: -2.32496 0.56061 1.50843
O: -3.77807 -1.13975 1.29580
C: -4.89765 -0.23864 1.38105
C: -5.23217 0.33916 0.05060
C: -4.94841 1.58801 -0.44252
O: -5.41079 1.67198 -1.69637
N: -5.98649 0.49496 -2.05121
C: -5.88996 -0.31479 -1.03272
C: -6.41023 -1.70219 -1.06232
H: -5.61300 -2.40262 -0.82024
H: -6.80272 -1.92157 -2.05032
H: -7.20382 -1.81996 -0.32544
C: -4.27399 2.76438 0.15424
H: -4.00248 3.46258 -0.63231
H: -3.38265 2.44271 0.68906
H: -4.93894 3.26632 0.85656
H: -4.65869 0.55865 2.09135
H: -5.71824 -0.85319 1.75690
H: -1.61115 -2.25272 0.32787
H: -1.61608 -2.37351 2.09819
H: 1.12490 1.25062 1.15327
H: 3.20140 2.47956 1.07559
H: 5.36294 4.84769 -0.30766
H: 5.65985 3.63922 -1.56612
H: 4.09628 3.69489 -0.75433

***

Computed, not measured: a structure of composition C19H24N2OS in a non-equilibrium geometry, with ωB97M-V/def2-TZVPD.

**Relative energy (zero: lowest compared OMol25 entry of this formula, charge and spin)**: 15.9514 eV
**HOMO energy**: -0.26486 Ha
**Lowest unoccupied orbital energy**: 0.0032 Ha
**Max |F|**: 0.312 Eh/bohr
**HOMO-LUMO gap**: 7.29 eV

Geometry (Å):
C: 2.28964 2.78022 -3.07081
C: 2.92484 2.13028 -1.82858
H: 3.50238 1.20183 -1.96678
H: 3.72126 2.91685 -1.46961
C: 2.10321 1.78151 -0.88694
C: 1.04899 0.94570 -1.20791
C: -0.34554 1.32540 -1.15623
C: -1.18544 0.07711 -1.36021
C: -0.76291 -1.14528 -1.76533
C: 0.47695 -1.37614 -1.97490
C: 1.45566 -0.35252 -1.38604
H: 2.61677 -0.64848 -1.58400
H: 0.88230 -2.40989 -2.46353
N: -1.83057 -2.09074 -1.99193
C: -2.89070 -2.44351 -1.47913
N: -3.20793 -1.71507 -0.23330
C: -2.29381 -1.44478 0.58474
C: -1.05653 -2.07904 0.82079
C: -0.13873 -1.89632 1.87121
C: -0.36430 -0.57190 2.65173
C: -1.45653 -0.06896 2.50262
C: -2.50555 -0.21634 1.71024
C: -3.85616 0.35742 1.63476
H: -4.09580 0.77595 0.55421
H: -3.67882 0.99854 2.29197
H: -4.69746 -0.37953 1.88676
H: -1.71610 0.82410 2.98250
O: 0.53414 -0.24487 3.67004
C: 1.78520 -0.71398 3.67887
H: 2.23758 -0.25088 4.43758
H: 1.63729 -1.93996 4.14922
H: 2.47976 -0.94346 2.76184
H: 0.80117 -2.33459 1.87144
H: -0.82513 -3.02832 0.11793
H: -4.12673 -1.93219 0.03584
S: -4.20560 -3.23856 -2.02818
H: -1.55369 -2.82422 -2.90557
H: -2.47067 0.61838 -1.29529
H: -0.66738 2.11857 -0.66819
C: 2.76686 1.58063 0.72302
H: 3.13474 0.62579 0.32900
H: 1.97402 1.53732 1.45697
H: 3.49168 2.29330 0.89563
H: 1.51921 2.89271 -0.61352
H: 1.81296 1.98993 -3.40094
H: 3.00299 2.87235 -3.90967
H: 1.73251 3.64563 -2.97230

***

Computed, not measured: the molecule C19H24N4O2S, with ωB97M-V/def2-TZVPD.

**Relative energy (zero: lowest compared OMol25 entry of this formula, charge and spin)**: 2.8417 eV
**HOMO energy**: -0.29051 Ha
**Lowest unoccupied orbital energy**: 0.0130 Ha
**SMILES**: CC(=O)c1c(N2CCN(CCO)CC2)nc(=S)n(-c2ccccc2)c1C
**Max |F|**: 0.014 Eh/bohr
**HOMO-LUMO gap**: 8.26 eV

Geometry (Å):
C: 2.71693 1.47941 -2.69069
C: 1.26152 1.07586 -2.75894
O: 0.64349 1.09797 -3.80227
C: 0.63915 0.77459 -1.44853
C: -0.51311 1.41659 -1.04649
N: -0.95013 1.28134 0.22859
C: -0.21331 0.56117 1.17465
N: 0.86685 -0.09633 0.77648
C: 1.26707 -0.09445 -0.47928
N: 2.26414 -0.94284 -0.80986
C: 2.98527 -1.64884 0.23803
H: 4.04218 -1.36632 0.17206
C: 2.83738 -3.17650 0.07587
N: 1.59810 -3.54561 -0.57048
C: 1.56894 -3.01430 -1.92130
C: 2.30189 -1.64888 -2.06841
H: 3.35140 -1.80840 -2.33242
H: 1.82976 -1.07065 -2.85997
H: 0.52985 -2.91015 -2.23815
H: 2.05474 -3.73784 -2.58650
C: 0.37957 -3.30133 0.19117
H: -0.42664 -3.81516 -0.34216
C: 0.43098 -3.85051 1.62079
O: 1.14216 -3.03799 2.51748
H: 0.72130 -2.16744 2.56018
H: 0.92567 -4.82459 1.62927
H: -0.60354 -3.98393 1.96830
H: 0.11710 -2.23544 0.26196
H: 2.89220 -3.64467 1.05606
H: 3.64569 -3.57636 -0.54363
H: 2.58678 -1.32942 1.19902
S: -0.75418 0.45073 2.73012
C: -2.14367 1.92367 0.67708
C: -3.36260 1.27872 0.53180
C: -4.51613 1.89595 0.98120
C: -4.45101 3.14694 1.57065
C: -3.22996 3.78384 1.71656
C: -2.07132 3.17553 1.26969
H: -1.11121 3.65466 1.39308
H: -3.17646 4.75466 2.18525
H: -5.35256 3.62312 1.92494
H: -5.46581 1.39377 0.87598
H: -3.39880 0.29640 0.08396
C: -1.31228 2.31851 -1.92731
H: -2.33539 1.95137 -1.99689
H: -1.35087 3.32169 -1.50312
H: -0.89267 2.35871 -2.92645
H: 3.21848 1.23449 -3.62371
H: 2.73626 2.56406 -2.57738
H: 3.23601 1.03858 -1.84691